A 2-piece molecular cluster, C24H26N3 overall in a non-equilibrium geometry. Source: the Open Molecules 2025 dataset; level of theory: ωB97M-V/def2-TZVPD.

Last column: natural (NBO) charge in e.
Atoms and positions in Å:
N1 2.898 -1.771 -1.428  -0.29
N2 -4.831 -0.187 -1.527  -0.40
N3 0.350 0.807 1.627  -0.45
C1 -1.109 -0.555 4.825  -0.64
C2 -1.270 -0.581 -0.684  -0.15
C3 -3.050 1.461 -1.380  -0.26
C4 3.076 0.469 -1.120  0.02
C5 5.863 0.491 -1.302  -0.19
C6 -2.586 -0.905 -0.969  -0.28
C7 -5.251 -1.499 -1.973  -0.41
C8 3.737 1.685 -1.041  -0.21
C9 1.297 1.624 2.074  0.02
C10 5.142 1.689 -1.146  -0.20
C11 -5.908 0.704 -1.158  -0.40
C12 1.627 -1.283 -1.403  0.14
C13 -0.767 0.711 -0.961  -0.10
C14 3.242 -3.171 -1.577  -0.41
C15 0.759 1.081 4.354  -0.17
C16 5.200 -0.748 -1.348  -0.21
C17 -0.239 0.226 3.881  -0.02
C18 1.533 1.798 3.447  -0.23
C19 1.655 0.114 -1.130  -0.23
C20 -1.700 1.733 -1.303  -0.14
C21 -0.404 0.124 2.482  0.03
C22 -3.515 0.118 -1.293  0.25
C23 3.813 -0.723 -1.271  0.11
C24 0.625 1.003 -0.823  0.13
H1 0.918 1.174 5.427  0.23
H2 -1.178 -0.540 2.078  0.19
H3 -4.437 -1.996 -2.508  0.21
H4 3.157 2.604 -0.927  0.22
H5 -6.495 0.279 -0.327  0.20
H6 -0.510 -1.173 5.508  0.23
H7 -1.730 0.104 5.450  0.23
H8 2.318 2.487 3.747  0.23
H9 -6.586 0.841 -2.011  0.21
H10 1.888 2.162 1.336  0.19
H11 5.682 2.637 -1.111  0.23
H12 0.778 -1.929 -1.589  0.23
H13 4.330 -3.277 -1.542  0.23
H14 -5.512 1.673 -0.845  0.21
H15 0.926 2.039 -0.665  0.22
H16 6.950 0.528 -1.390  0.23
H17 2.868 -3.566 -2.528  0.23
H18 -1.322 2.736 -1.504  0.22
H19 -0.609 -1.325 -0.243  0.21
H20 -5.567 -2.138 -1.135  0.19
H21 2.797 -3.765 -0.768  0.23
H22 5.722 -1.695 -1.449  0.22
H23 -6.106 -1.384 -2.651  0.22
H24 -3.764 2.264 -1.572  0.23
H25 -1.779 -1.217 4.264  0.22
H26 -2.926 -1.939 -0.897  0.23

## Properties
Net charge = +1
ΔE to the lowest compared entry with this formula, charge and spin = 0.0 kJ/mol
Frontier orbital gap = 6.1767 eV
F_max = 1.66 eV Å⁻¹



C17H20NO7S2W as an isolated structure in a non-equilibrium geometry. Source: the Open Molecules 2025 dataset; level of theory: ωB97M-V/def2-TZVPD.

Last column: Löwdin charge in e.
Atoms and positions in Å:
W1 0.544 -0.647 -0.248  1.84
S1 2.484 -1.751 1.422  1.00
S2 1.198 1.189 -3.175  1.15
O1 -1.181 -0.129 -0.796  -0.21
O2 -0.581 -1.084 1.762  -0.20
O3 -0.310 2.369 0.038  0.16
O4 0.982 0.780 0.922  -0.24
O5 0.248 -2.277 -0.557  -0.35
O6 1.161 0.535 -1.743  -0.67
O7 -3.112 0.984 -1.024  0.22
N1 2.577 -1.608 -1.130  -0.09
C1 4.397 -3.688 -1.504  0.01
C2 -0.604 -0.002 2.763  -0.21
C3 -2.523 -1.428 2.987  -0.06
C4 -0.328 0.589 -3.991  -0.26
C5 -0.924 2.840 -3.275  -0.20
C6 -1.203 1.110 1.896  -0.05
C7 2.905 -2.004 -2.347  -0.06
C8 4.073 -3.276 -0.221  -0.01
C9 -1.610 -0.487 3.809  -0.06
C10 -0.143 1.522 0.873  -0.53
C11 -2.039 -1.146 1.575  -0.20
C12 -2.312 0.468 -0.321  -0.47
C13 -2.372 0.320 1.188  -0.05
C14 -1.110 1.830 -4.404  -0.19
C15 3.129 -2.256 -0.079  -0.69
C16 0.570 2.877 -2.975  -0.27
C17 3.798 -3.051 -2.580  0.04
H1 4.502 -3.733 0.660  0.13
H2 -1.556 1.990 2.427  0.18
H3 5.100 -4.494 -1.663  0.14
H4 -2.161 1.582 -4.549  0.14
H5 4.013 -3.350 -3.596  0.14
H6 -2.343 -2.470 3.241  0.13
H7 -3.356 0.624 1.534  0.18
H8 2.459 -1.460 -3.170  0.12
H9 0.396 0.189 3.135  0.16
H10 -0.064 -0.067 -4.819  0.10
H11 -0.724 2.226 -5.345  0.13
H12 -1.116 -1.001 4.629  0.13
H13 1.125 3.473 -3.703  0.11
H14 -0.846 0.020 -3.224  0.09
H15 -1.476 2.527 -2.390  0.10
H16 -2.154 0.359 4.224  0.14
H17 -2.276 -1.898 0.828  0.17
H18 -1.278 3.831 -3.555  0.14
H19 -3.584 -1.223 3.107  0.14
H20 0.819 3.220 -1.972  0.10

## Properties
Net charge = +2
ΔE to the lowest compared entry with this formula, charge and spin = 140.6 kJ/mol
Frontier orbital gap (alpha / beta) = 8.2071 / 6.8117 eV
2S+1 = 2
F_max = 3.52 eV Å⁻¹



A 7-piece molecular cluster, C19H56N10O7 overall in a non-equilibrium geometry. Source: the Open Molecules 2025 dataset; level of theory: ωB97M-V/def2-TZVPD.

Last column: Löwdin charge in e.
Atoms and positions in Å:
O1 0.388 -2.964 -4.946  -0.22
O2 2.104 2.053 2.135  -0.21
O3 -1.169 6.496 3.011  -0.17
O4 -1.598 -3.903 -1.325  0.00
O5 -3.124 0.213 -5.232  -0.01
O6 -0.430 -2.604 2.582  -0.24
O7 -1.454 0.653 -1.151  -0.03
N1 0.803 -0.572 4.485  0.06
N2 -2.507 -2.087 -2.268  0.16
N3 0.606 -6.099 1.550  0.02
N4 -0.594 2.369 0.161  0.18
N5 -1.824 8.176 -0.267  0.02
N6 0.806 -1.844 -2.485  0.04
N7 -1.220 0.371 -4.127  0.16
N8 -2.991 -4.229 -3.159  0.12
N9 0.725 0.523 -0.538  0.14
N10 -3.130 1.435 -3.325  0.14
C1 1.952 -2.340 -3.303  -0.39
C2 2.617 -0.816 2.776  -0.05
C3 3.182 -2.763 -2.448  -0.06
C4 0.280 -5.043 2.545  -0.40
C5 -1.027 -1.580 1.773  -0.13
C6 1.393 -3.499 -4.110  -0.23
C7 3.329 2.517 2.668  -0.11
C8 1.429 -4.839 3.594  -0.07
C9 -2.540 0.638 -4.234  -0.74
C10 0.101 -3.709 1.734  -0.15
C11 1.351 1.248 3.002  -0.25
C12 -0.127 6.788 3.992  -0.08
C13 -2.276 5.711 0.424  -0.06
C14 1.885 0.056 3.754  -0.48
C15 -2.069 7.187 0.879  -0.40
C16 -0.053 -3.875 -5.957  -0.09
C17 -0.532 1.223 -0.577  -0.61
C18 -2.350 -3.442 -2.164  -0.66
C19 -0.972 7.322 1.901  -0.28
H1 0.257 0.091 5.099  0.11
H2 0.780 -0.176 -1.295  0.05
H3 3.233 2.668 3.761  0.09
H4 2.222 -4.103 3.155  0.09
H5 2.224 -3.950 -4.645  0.12
H6 -0.632 -5.316 3.109  0.13
H7 0.126 -4.952 -5.630  0.10
H8 -0.369 -1.244 0.974  0.05
H9 0.635 -3.766 -6.796  0.08
H10 -0.864 0.025 -4.999  0.11
H11 3.284 -0.398 2.015  0.08
H12 1.105 -3.417 1.388  0.11
H13 -0.652 -3.858 0.917  0.10
H14 0.801 -6.974 2.002  0.05
H15 -2.969 5.694 -0.383  0.06
H16 3.103 -1.705 3.269  0.09
H17 -2.970 -5.267 -3.014  0.11
H18 -4.119 1.244 -3.308  0.10
H19 -1.349 5.340 -0.021  0.06
H20 2.108 -5.701 3.836  0.07
H21 -0.116 5.985 4.721  0.08
H22 -2.531 5.045 1.254  0.08
H23 -0.271 7.744 4.502  0.08
H24 1.567 1.014 -0.222  0.09
H25 3.562 -2.040 -1.733  0.06
H26 -2.987 7.638 1.275  0.14
H27 -2.606 8.092 -0.943  0.07
H28 -0.024 7.059 1.450  0.12
H29 -2.083 -1.450 -1.571  0.09
H30 -2.797 1.482 -2.308  0.10
H31 2.271 -1.442 -3.906  0.15
H32 0.942 1.888 3.859  0.14
H33 0.209 2.959 0.321  0.10
H34 -1.914 -1.950 1.219  0.09
H35 0.501 0.888 2.387  0.10
H36 0.872 6.913 3.515  0.09
H37 -0.995 7.885 -0.817  0.07
H38 4.029 -2.931 -3.168  0.09
H39 0.764 -2.395 -1.623  0.08
H40 -3.123 -1.827 -3.039  0.10
H41 -1.075 -3.620 -6.215  0.08
H42 2.597 0.454 4.482  0.13
H43 1.050 -4.507 4.575  0.07
H44 1.873 -1.381 2.175  0.06
H45 -3.851 -3.985 -3.662  0.09
H46 0.270 -1.179 3.870  0.03
H47 -1.278 -0.631 2.359  0.10
H48 0.911 -4.230 -3.471  0.13
H49 -0.053 -1.875 -3.019  0.04
H50 4.159 1.784 2.587  0.09
H51 2.990 -3.650 -1.846  0.07
H52 -0.661 0.777 -3.371  0.09
H53 -0.949 8.414 2.080  0.13
H54 -0.193 -6.230 0.912  0.08
H55 3.559 3.524 2.351  0.08
H56 -1.546 2.775 0.232  0.12

## Properties
Net charge = 0
ΔE to the lowest compared entry with this formula, charge and spin = 202.3 kJ/mol
Frontier orbital gap = 9.1853 eV
F_max = 3.85 eV Å⁻¹
SMILES = COC[C@H](C)N.COC[C@H](C)N.COC[C@H](C)N.COC[C@H](C)N.NC(N)=O.NC(N)=O.NC(N)=O



C45H35F2IrNP2 as an isolated structure in a non-equilibrium geometry. Source: the Open Molecules 2025 dataset; level of theory: ωB97M-V/def2-TZVPD.

Last column: Löwdin charge in e.
Atoms and positions in Å:
Ir1 0.224 -0.084 0.421  0.68
P1 1.772 -0.421 -1.122  0.85
P2 0.070 1.912 -0.457  0.83
F1 -4.668 1.221 1.932  0.09
F2 -5.161 -1.188 -2.037  0.09
N1 -0.810 0.199 2.310  -0.03
C1 1.310 5.722 0.438  -0.06
C2 -2.708 0.168 3.761  0.02
C3 5.569 -1.863 -0.485  -0.06
C4 -0.304 -2.624 0.744  0.02
C5 -4.191 0.312 1.065  -0.21
C6 -2.360 2.033 -1.860  -0.09
C7 -2.942 -0.251 1.302  -0.07
C8 -1.648 2.461 -0.741  -0.33
C9 0.823 3.360 0.366  -0.35
C10 2.203 1.189 -1.925  -0.35
C11 -0.028 0.400 3.380  -0.12
C12 1.653 -3.406 1.972  -0.03
C13 -4.442 -0.892 -0.945  -0.26
C14 4.366 -1.530 -1.086  -0.07
C15 1.229 -3.454 -4.550  -0.07
C16 -3.653 2.480 -2.084  -0.08
C17 -3.568 3.748 -0.046  -0.07
C18 -3.211 -1.489 -0.787  0.06
C19 -4.255 3.345 -1.183  -0.07
C20 2.491 -5.624 1.594  -0.06
C21 1.447 -3.884 -3.249  -0.06
C22 1.481 -5.860 0.668  -0.07
C23 -1.161 -1.769 0.512  -0.15
C24 -2.144 0.068 2.489  -0.18
C25 1.561 3.189 1.531  -0.10
C26 -4.962 0.015 -0.039  0.08
C27 -2.273 3.308 0.175  -0.09
C28 -2.459 -1.167 0.340  -0.17
C29 2.576 -4.398 2.242  -0.06
C30 4.747 -1.051 1.620  -0.08
C31 3.340 -0.949 -0.340  -0.34
C32 -0.522 0.502 4.660  -0.03
C33 1.364 -1.172 -3.812  -0.08
C34 1.189 -2.098 -4.830  -0.07
C35 2.168 4.272 2.151  -0.07
C36 5.760 -1.627 0.869  -0.07
C37 1.569 -1.593 -2.501  -0.34
C38 2.043 5.538 1.604  -0.07
C39 0.705 4.641 -0.176  -0.09
C40 0.559 -4.875 0.377  -0.04
C41 0.878 1.944 -2.115  -0.35
C42 0.639 -3.637 1.030  -0.26
C43 3.546 -0.713 1.016  -0.12
C44 1.615 -2.960 -2.231  -0.10
C45 -1.895 0.393 4.851  -0.02
H1 2.750 -0.248 1.589  0.06
H2 0.154 0.671 5.485  0.12
H3 1.715 -2.445 2.465  0.10
H4 3.213 -6.399 1.813  0.11
H5 3.364 -4.217 2.959  0.11
H6 0.232 1.401 -2.809  0.06
H7 4.893 -0.862 2.675  0.11
H8 1.032 0.489 3.182  0.09
H9 -5.918 0.491 -0.193  0.14
H10 4.224 -1.732 -2.141  0.11
H11 1.028 -1.756 -5.843  0.11
H12 -1.914 1.345 -2.566  0.10
H13 1.211 6.711 0.012  0.11
H14 6.357 -2.311 -1.074  0.11
H15 2.823 1.716 -1.192  0.09
H16 1.418 -6.817 0.169  0.11
H17 1.340 -0.119 -4.058  0.09
H18 -4.035 4.414 0.667  0.11
H19 0.122 4.797 -1.077  0.11
H20 2.741 4.125 3.057  0.11
H21 1.659 2.192 1.939  0.06
H22 1.812 -3.306 -1.228  0.09
H23 -5.261 3.701 -1.364  0.11
H24 -3.774 0.050 3.881  0.13
H25 -2.322 0.470 5.841  0.12
H26 -4.190 2.150 -2.963  0.11
H27 1.101 -4.175 -5.346  0.11
H28 2.516 6.384 2.084  0.11
H29 -2.846 -2.183 -1.529  0.14
H30 -0.218 -5.046 -0.355  0.12
H31 -1.739 3.644 1.056  0.11
H32 1.498 -4.942 -3.023  0.11
H33 2.798 1.073 -2.830  0.09
H34 6.699 -1.892 1.337  0.11
H35 0.993 2.965 -2.479  0.09

## Properties
Net charge = +1
ΔE to the lowest compared entry with this formula, charge and spin = 0.0 kJ/mol
Frontier orbital gap = 7.2854 eV
F_max = 1.42 eV Å⁻¹